# 1
Computed, not measured: the molecule C2HClO4 in a non-equilibrium geometry, with wB97M-V/def2-TZVPD.

XYZ file:
```
8
Properties=species:S:1:pos:R:3:forces:R:3:lowdin_charge:R:1
C -2.401265 -0.531133 0.372973 -1.7457 1.6776 -0.0516 -0.436
C -1.140693 0.258777 -0.041093 -0.3493 -1.5473 -2.0029 -0.770
O -3.142851 -0.607980 1.272813 0.1249 -0.4980 1.3567 0.207
O -2.733174 -0.841286 -0.907784 -0.3131 -0.8899 0.6594 0.097
O -1.523446 -0.327744 -1.397101 2.1480 2.0912 -0.2805 -0.025
O 0.035580 -0.250622 0.341862 -0.5134 0.0845 1.8643 0.065
Cl -1.161423 2.030274 0.052750 -0.3835 -0.7077 -0.1506 0.754
H 0.583053 -0.407286 -0.399883 1.0321 -0.2104 -1.3948 0.109
```
Forces are in eV/Å.

- Electronic energy: -837.83833 hartree
- Energy relative to the best compared isomer or geometry (same formula, charge and spin): 112.2 kcal/mol
- Frontier orbital gap: 11.404 eV
- Highest occupied orbital energy: -11.10 eV



# 2
Computed, not measured: a cluster of 17 separate species, C20H6Cl64FN2O2 in total in a non-equilibrium geometry, with wB97M-V/def2-TZVPD.

XYZ file:
```
95
Properties=species:S:1:pos:R:3:forces:R:3:lowdin_charge:R:1
N -0.880439 -1.020353 -0.275941 -0.3056 2.8279 -1.0991 0.047
C -1.201688 0.168673 -0.755508 0.3870 -1.7844 1.0573 -0.169
C -2.501784 0.352661 -1.708209 1.5548 -0.5444 0.4546 -0.200
N -3.170964 -0.977681 -1.741952 -0.7490 0.9580 -0.7208 -0.043
C -4.653851 -0.811071 -1.803045 0.7984 0.2031 0.8546 -0.263
F -5.199125 -2.064037 -2.263284 0.7294 1.9549 0.2836 -0.119
C -5.129871 -0.430968 -0.298425 -2.6557 3.2442 2.9323 -0.545
O -4.850205 -1.116761 0.737243 -0.2635 1.2427 -3.4565 -0.120
O -5.848903 0.765632 -0.211887 2.9872 -4.5325 -1.4627 -0.232
H -0.014529 -0.938292 0.300645 -1.0159 0.2736 -0.6076 -0.076
H -0.526630 1.040860 -0.437771 -1.2191 -0.7300 -0.8132 0.078
H -2.111482 0.634930 -2.760823 -0.5367 -0.1049 1.5580 0.119
H -3.179061 1.196965 -1.334377 0.9479 -1.4632 -0.3158 0.062
H -2.803051 -1.493925 -2.550443 -0.5606 0.2103 0.4246 0.112
H -4.923165 0.060458 -2.492578 -0.1374 -1.7044 0.7750 0.060
C -6.397699 -4.480574 0.005863 0.5302 0.5377 -0.0643 -1.983
Cl -7.428495 -3.235293 -0.726453 0.0695 -0.4412 0.2865 0.526
Cl -6.903999 -4.752060 1.689038 0.0010 -0.0455 -0.1756 0.505
Cl -6.553422 -5.998561 -0.910869 -0.1485 0.0391 0.0335 0.459
Cl -4.708033 -3.945223 -0.024299 -0.5007 -0.5112 0.1153 0.593
C 3.066628 0.940737 0.519681 -0.1519 0.0255 -0.0051 -1.991
Cl 1.927628 2.243371 0.922768 0.2071 -0.1889 -0.0539 0.530
Cl 2.298745 -0.632713 0.820253 0.6807 0.6059 -0.0381 0.515
Cl 3.520717 1.060052 -1.193821 -0.0742 -0.0284 0.2735 0.523
Cl 4.521182 1.092506 1.530262 -0.4208 -0.0044 -0.2139 0.475
C -5.590716 3.590286 -2.961017 -0.0584 -0.3609 0.0815 -1.979
Cl -5.434649 4.658138 -4.374412 0.1553 -0.7174 -0.1710 0.459
Cl -6.829836 4.237197 -1.864597 0.1941 -0.1027 -0.1621 0.520
Cl -6.066833 1.964944 -3.497278 -0.0085 0.6252 0.0190 0.574
Cl -4.034902 3.509425 -2.111431 -0.3293 0.2000 -0.1964 0.558
C 7.251366 1.465118 4.896275 -0.0639 -0.0351 0.2272 -1.969
Cl 7.081952 1.074406 3.171220 0.2942 0.0587 0.3492 0.486
Cl 8.375574 0.318673 5.656548 -0.1524 0.2076 -0.1588 0.533
Cl 7.892600 3.121879 5.063214 0.1716 -1.0491 0.5620 0.439
Cl 5.665832 1.340292 5.683115 0.3780 -0.3777 -0.2668 0.518
C -4.861250 -9.886958 -1.367323 0.1990 0.0846 0.1588 -1.996
Cl -6.191985 -9.248252 -2.358000 0.1849 -0.1234 0.1220 0.509
Cl -5.463127 -11.218556 -0.356341 0.2821 0.2763 -0.2536 0.487
Cl -3.568702 -10.486228 -2.429047 -0.1318 0.1066 0.3260 0.488
Cl -4.223386 -8.596655 -0.328198 -0.1510 -0.2737 -0.2253 0.510
C 2.410522 -4.732273 0.227058 -0.1282 0.0802 -0.0128 -2.004
Cl 1.282215 -3.422308 0.628716 -0.0560 -0.7305 -0.1330 0.513
Cl 1.626082 -6.298438 0.522942 0.1942 0.3983 -0.0961 0.492
Cl 2.869968 -4.614074 -1.485272 -0.0477 -0.0015 0.2636 0.519
Cl 3.864331 -4.595286 1.241071 -0.1620 -0.0283 -0.1318 0.510
C -10.925010 -2.370627 -2.575810 0.2629 0.0758 0.1056 -2.028
Cl -9.681977 -1.247655 -1.991288 -0.3158 -0.1486 -0.1593 0.519
Cl -12.024444 -1.515947 -3.681516 0.0974 -0.1140 0.1210 0.497
Cl -10.149611 -3.717577 -3.436536 -0.1475 0.2065 0.1333 0.504
Cl -11.848422 -3.003684 -1.195691 0.1171 0.0783 -0.2143 0.506
C 4.203326 5.068538 7.121996 -0.0586 0.0336 -0.1409 -2.010
Cl 4.129038 4.159331 8.646828 0.0267 0.1260 -0.2323 0.516
Cl 4.523093 6.782154 7.469188 -0.0521 -0.2403 -0.0283 0.511
Cl 5.507289 4.415259 6.107484 -0.5879 0.7744 0.4914 0.453
Cl 2.654028 4.916783 6.266116 0.2594 0.0200 0.1578 0.524
C 8.703947 5.875144 2.096556 -0.0812 -0.1313 -0.0795 -1.997
Cl 7.581639 7.194022 2.495224 0.1864 -0.1549 -0.0662 0.516
Cl 7.919297 4.313891 2.412307 0.1962 0.7896 -0.8188 0.482
Cl 9.152935 5.978739 0.379730 -0.0317 0.0498 0.2273 0.515
Cl 10.163748 6.017828 3.099138 -0.2860 -0.1987 -0.1562 0.503
C 12.638266 9.420430 4.071421 -0.1418 -0.0863 -0.0630 -2.008
Cl 12.581217 8.507742 5.594933 0.0230 0.1348 -0.2186 0.519
Cl 12.938324 11.136648 4.422786 0.0135 -0.2703 0.0373 0.502
Cl 13.948137 8.788080 3.051229 -0.2098 0.1085 0.1553 0.521
Cl 11.089010 9.247112 3.219447 0.5353 0.0695 0.3992 0.454
C 0.434869 -9.925385 1.623479 -0.0833 0.0709 -0.0235 -2.025
Cl -0.871321 -9.216062 0.651526 0.2591 -0.1538 0.1908 0.500
Cl -0.206900 -11.277212 2.581962 0.1010 0.1910 -0.1472 0.513
Cl 1.718517 -10.519050 0.547604 -0.1748 0.0907 0.1615 0.510
Cl 1.100615 -8.689983 2.713058 -0.1409 -0.3378 -0.0963 0.497
C 9.929753 12.001253 0.640480 0.0294 -0.0140 -0.0050 -2.002
Cl 8.789467 13.306075 1.031900 0.1579 -0.2204 -0.0704 0.521
Cl 9.168794 10.430099 0.979953 -0.0107 0.3722 -0.1933 0.465
Cl 10.360886 12.088111 -1.080881 -0.0859 -0.0324 0.2628 0.517
Cl 11.395264 12.183928 1.625011 -0.2803 0.0973 -0.2761 0.495
C 6.018398 9.780805 -2.077811 -0.0283 -0.0185 0.0211 -2.022
Cl 5.829643 9.365309 -3.794626 0.0358 0.0722 0.2803 0.519
Cl 7.149416 8.643890 -1.314131 -0.2112 0.1225 -0.1432 0.480
Cl 6.654536 11.433831 -1.934571 -0.0811 -0.2467 -0.0083 0.500
Cl 4.441062 9.680864 -1.267244 0.2820 0.0159 -0.1378 0.523
C -5.511519 8.651724 -4.059231 -0.1051 -0.1858 0.2162 -2.016
Cl -6.850706 9.297792 -5.032765 0.1973 -0.0677 0.1129 0.507
Cl -6.094491 7.293055 -3.077838 -0.0105 0.9656 0.0269 0.477
Cl -4.214109 8.090577 -5.136386 -0.1813 0.0947 0.1397 0.507
Cl -4.884717 9.928903 -2.993634 -0.0618 -0.1374 -0.1804 0.507
C -3.442055 -11.599039 -6.598359 -0.1266 0.0834 0.0456 -2.025
Cl -3.271020 -10.564388 -8.032356 -0.0080 -0.1760 0.2236 0.514
Cl -4.674840 -10.916454 -5.518669 0.1921 -0.1640 -0.4007 0.492
Cl -3.932255 -13.231523 -7.101037 0.0895 0.2289 0.0677 0.508
Cl -1.887639 -11.685198 -5.741517 -0.2314 0.0114 -0.1170 0.508
C -8.531608 -12.871442 1.959670 -0.0515 0.0974 -0.0635 -2.025
Cl -6.956513 -12.794830 2.777961 -0.2375 -0.0126 -0.1398 0.509
Cl -8.868540 -14.549076 1.479624 0.0545 0.2335 0.0778 0.507
Cl -9.801664 -12.305639 3.065577 0.2126 -0.1045 -0.1658 0.515
Cl -8.498705 -11.837800 0.516415 -0.2243 -0.2753 0.3669 0.495
```
Forces are in eV/Å.

- Net charge: -1
- Electronic energy: -30577.58674 hartree
- Frontier orbital gap: 5.464 eV
- Highest occupied orbital energy: -4.63 eV



# 3
Computed, not measured: a cluster of 2 separate species, C2H8N3O2 in total in a non-equilibrium geometry, with wB97M-V/def2-TZVPD.

XYZ file:
```
15
Properties=species:S:1:pos:R:3:forces:R:3:lowdin_charge:R:1
C -1.468960 1.589161 1.992087 -1.2279 -0.9124 -0.1024 0.039
C 1.786053 0.270249 -1.491459 2.6728 0.2564 1.4957 -0.039
N -0.751256 0.437618 0.213174 -0.5906 -0.7127 -5.0546 0.126
N -0.312301 -2.227253 -0.567897 -0.3949 -0.0204 -6.9233 0.156
N 0.506781 -1.259583 -0.473020 0.4154 -0.4494 1.1095 -0.041
O -0.596868 0.592803 1.356764 0.8418 -0.3196 3.4344 -0.122
O 0.912020 -0.808658 -1.625417 -1.5773 -2.1176 -0.2187 -0.085
H -0.714457 2.301130 2.171121 0.0384 1.6693 0.5133 0.088
H -1.795902 1.073140 2.882636 -0.2002 0.3086 0.3857 0.099
H -2.301405 1.785660 1.275102 0.9033 0.2712 0.6791 0.118
H 2.764453 0.070875 -2.029810 -1.2953 0.0471 0.7988 0.135
H 1.910057 0.488209 -0.403232 0.3725 -0.3320 -0.9034 0.108
H 1.297729 1.086911 -1.897721 -0.7921 1.7023 -1.0987 0.069
H -0.663764 -2.639011 -1.583659 1.1849 1.7179 3.1237 0.249
H -0.572179 -2.761251 0.181333 -0.3510 -1.1088 2.7609 0.101
```
Forces are in eV/Å.

- Net charge: +1
- Electronic energy: -395.20346 hartree
- Energy relative to the best compared isomer or geometry (same formula, charge and spin): 222.1 kcal/mol
- Frontier orbital gap (alpha / beta): 7.927 / 7.919 eV
- Highest occupied orbital energy (alpha / beta): -12.51 / -12.56 eV